Density functional theory data (the ωB97M-V functional and the def2-TZVPD basis) for C30H26BrN10O5S5Ta as an isolated structure.

Computed properties:
Net charge: +2
LUMO, eV: -6.0
Energy relative to the best compared isomer or geometry (same formula, charge and spin), kJ/mol: 164.7
Frontier orbital gap, eV: 6.1
E, Ha: -6704.21141
Multiplicity: 1

Positions of all 78 atoms, in Å:
Ta1 0.406 0.213 -1.137
O1 1.224 6.446 3.859
N1 1.916 5.489 3.605
O2 3.084 5.351 3.910
C1 1.269 4.365 2.889
C2 -0.022 4.140 3.178
C3 -0.689 3.000 2.629
C4 -1.996 2.673 3.022
C5 -2.538 1.506 2.559
C6 -1.789 0.715 1.686
N2 -0.581 1.026 1.226
C7 -0.023 2.160 1.726
C8 1.333 2.485 1.345
N3 1.904 1.706 0.393
C9 3.174 1.935 0.096
C10 3.929 2.955 0.667
C11 3.349 3.791 1.581
C12 2.014 3.553 1.959
H1 -0.545 4.794 3.863
H2 -2.535 3.321 3.700
H3 -3.523 1.176 2.855
H4 -2.194 -0.236 1.377
H5 3.613 1.303 -0.658
H6 4.954 3.096 0.356
H7 3.901 4.608 2.014
C13 2.160 -2.201 2.718
N4 2.935 -2.321 1.489
C14 4.116 -3.178 1.457
C15 2.467 -1.741 0.380
N5 1.436 -0.940 0.368
N6 3.155 -2.001 -0.787
C16 3.158 -1.196 -1.895
N7 3.944 -1.597 -2.902
N8 2.477 -0.088 -1.914
H8 2.618 -2.818 3.484
H9 1.134 -2.542 2.565
H10 2.152 -1.170 3.079
H11 4.398 -3.413 2.478
H12 4.955 -2.665 0.989
H13 3.915 -4.119 0.935
H14 1.063 -0.743 1.289
H15 3.596 -2.903 -0.858
H16 4.461 -2.458 -2.867
H17 3.862 -1.150 -3.800
H18 2.637 0.457 -2.753
O3 -3.184 3.863 -5.475
C17 -2.348 3.299 -4.846
S1 -1.571 3.991 -3.388
C18 -0.583 2.596 -3.050
C19 -0.672 1.540 -3.875
S2 0.270 0.096 -3.613
S3 -1.772 1.646 -5.217
S4 0.457 2.574 -1.648
Br1 -4.588 -2.809 -0.018
C20 -4.831 -1.154 -0.925
C21 -6.140 -0.860 -1.264
C22 -6.435 0.319 -1.930
C23 -5.423 1.208 -2.264
C24 -4.118 0.908 -1.927
C25 -3.793 -0.273 -1.249
C26 -2.371 -0.517 -0.930
O4 -1.915 -1.443 -0.271
O5 -1.546 0.416 -1.377
H19 -6.926 -1.557 -1.011
H20 -7.462 0.535 -2.192
H21 -5.648 2.125 -2.789
H22 -3.321 1.590 -2.190
S5 0.188 -2.417 -2.125
C27 -0.048 -3.600 -0.897
N9 -1.335 -3.987 -0.679
C28 -1.685 -4.994 0.130
C29 -0.699 -5.667 0.801
C30 0.601 -5.201 0.605
N10 0.926 -4.207 -0.210
H23 -2.056 -3.427 -1.128
H24 -2.742 -5.210 0.204
H25 -0.922 -6.494 1.455
H26 1.422 -5.669 1.138

Results of the Löwdin charge analysis, in e, for atoms 1 through 2: 1.435 0.128



Density functional theory data (the ωB97M-V functional and the def2-TZVPD basis) for a 2-piece molecular cluster, C30H26BrN2O2 overall.

Computed properties:
Net charge: +1
LUMO, eV: -5.0
Frontier orbital gap, eV: 5.0
E, Ha: -3992.47214
Multiplicity: 1

Positions of all 61 atoms, in Å:
C1 1.320 2.559 -1.558
N1 1.588 2.297 -2.849
N2 1.944 2.002 -3.910
C2 -0.014 2.907 -1.189
C3 -0.379 3.197 0.150
C4 -1.700 3.496 0.472
C5 -2.683 3.532 -0.535
Br1 -4.465 4.000 -0.117
C6 -2.337 3.244 -1.866
C7 -1.016 2.942 -2.188
H1 2.142 2.597 -0.832
H2 0.404 3.176 0.909
H3 -1.981 3.714 1.499
H4 -3.087 3.257 -2.654
H5 -0.748 2.735 -3.225
C8 -1.919 -0.312 6.789
O1 -0.637 -0.789 6.323
C9 -0.468 -0.913 4.980
C10 0.836 -1.237 4.529
C11 1.095 -1.278 3.176
C12 0.067 -1.046 2.226
C13 0.330 -1.043 0.794
C14 1.594 -0.613 0.325
C15 2.016 -0.709 -0.983
C16 3.281 -0.242 -1.483
C17 3.549 -0.328 -2.875
C18 4.741 0.142 -3.400
C19 5.713 0.691 -2.548
C20 5.467 0.789 -1.171
C21 4.272 0.314 -0.635
C22 -0.707 -1.536 -0.109
C23 -1.453 -2.690 0.252
C24 -2.403 -3.232 -0.579
C25 -2.680 -2.597 -1.815
O2 -3.654 -3.161 -2.576
C26 -3.978 -2.517 -3.827
C27 -1.968 -1.433 -2.196
C28 -0.993 -0.925 -1.349
C29 -1.242 -0.788 2.703
C30 -1.520 -0.706 4.054
H6 -1.810 -0.306 7.873
H7 -2.129 0.703 6.416
H8 -2.735 -0.988 6.490
H9 1.614 -1.423 5.267
H10 2.095 -1.527 2.823
H11 2.280 -0.233 1.081
H12 1.380 -1.223 -1.705
H13 2.782 -0.775 -3.512
H14 4.903 0.099 -4.479
H15 6.655 1.051 -2.963
H16 6.205 1.248 -0.508
H17 4.081 0.387 0.438
H18 -1.247 -3.176 1.205
H19 -2.958 -4.127 -0.308
H20 -4.749 -3.161 -4.252
H21 -4.370 -1.501 -3.665
H22 -3.104 -2.469 -4.495
H23 -2.173 -0.947 -3.157
H24 -0.450 -0.029 -1.654
H25 -2.061 -0.623 2.001
H26 -2.533 -0.477 4.396

Results of the Löwdin charge analysis, in e, for atoms 1 through 2: -0.096 -0.078



Density functional theory data (the ωB97M-V functional and the def2-TZVPD basis) for a 5-piece molecular cluster, C30H26F4 overall.

Computed properties:
LUMO, eV: 0.6
Frontier orbital gap, eV: 9.7
E, Ha: -1558.13842
Multiplicity: 1
SMILES: Fc1ccccc1.Fc1ccccc1.Fc1ccccc1.Fc1ccccc1.c1ccccc1

Positions of all 60 atoms, in Å:
F1 -2.672 0.692 12.353
C1 -2.099 1.309 11.269
C2 -0.783 1.554 11.308
C3 -0.075 1.903 10.173
C4 -0.814 2.192 9.002
C5 -2.214 2.052 9.015
C6 -2.831 1.648 10.145
H1 -0.339 1.387 12.279
H2 0.992 2.042 10.271
H3 -0.397 2.395 8.027
H4 -2.655 2.254 8.050
H5 -3.904 1.522 10.145
F2 -7.093 2.010 -9.715
C7 -6.041 2.096 -8.884
C8 -4.938 2.909 -9.144
C9 -3.963 3.042 -8.216
C10 -3.989 2.265 -7.018
C11 -5.040 1.371 -6.716
C12 -6.067 1.314 -7.668
H6 -4.891 3.463 -10.070
H7 -3.152 3.751 -8.302
H8 -3.295 2.381 -6.199
H9 -5.014 0.934 -5.728
H10 -6.966 0.742 -7.493
F3 3.836 -9.973 -1.335
C13 4.138 -9.419 -0.155
C14 3.979 -10.168 0.980
C15 4.358 -9.747 2.273
C16 4.853 -8.445 2.358
C17 4.901 -7.618 1.274
C18 4.615 -8.092 0.000
H11 3.617 -11.177 0.844
H12 4.395 -10.475 3.069
H13 5.114 -7.980 3.298
H14 5.170 -6.588 1.455
H15 4.659 -7.314 -0.748
F4 -0.056 5.598 -3.027
C19 1.135 5.874 -3.676
C20 1.153 6.787 -4.749
C21 2.408 6.970 -5.306
C22 3.540 6.315 -4.852
C23 3.517 5.474 -3.788
C24 2.287 5.331 -3.106
H16 0.318 7.297 -5.205
H17 2.519 7.583 -6.189
H18 4.531 6.362 -5.278
H19 4.445 5.074 -3.407
H20 2.112 4.655 -2.282
C25 0.169 -2.372 0.362
C26 -0.357 -1.326 -0.461
C27 -0.625 -0.088 0.068
C28 -0.585 0.147 1.412
C29 -0.127 -0.942 2.250
C30 0.299 -2.135 1.707
H21 0.277 -3.394 0.031
H22 -0.560 -1.318 -1.522
H23 -1.065 0.650 -0.587
H24 -1.077 1.028 1.796
H25 -0.067 -0.769 3.314
H26 0.413 -3.030 2.301

Results of the Löwdin charge analysis, in e, for atoms 1 through 2: 0.045 -0.276



Density functional theory data (the ωB97M-V functional and the def2-TZVPD basis) for C30H26MnN5O3 as an isolated structure.

Computed properties:
<S²>: 1.033
Net charge: -1
LUMO (alpha / beta), eV: 2.7 / 2.7
Energy relative to the best compared isomer or geometry (same formula, charge and spin), kJ/mol: 0.0
Frontier orbital gap (alpha / beta), eV: 6.7 / 6.3
E, Ha: -2809.39532
Multiplicity: 2

Positions of all 65 atoms, in Å:
Mn1 -0.663 -0.014 0.533
O1 0.999 0.167 1.565
C1 1.273 1.057 2.441
C2 2.562 1.036 3.063
C3 2.937 1.958 4.000
C4 2.067 2.987 4.407
C5 0.822 3.037 3.832
C6 0.396 2.109 2.864
C7 -0.931 2.294 2.333
N1 -1.476 1.579 1.423
C8 -2.823 1.896 0.966
C9 -2.958 1.387 -0.469
N2 -2.475 0.023 -0.401
C10 -3.270 -0.958 -0.569
C11 -2.983 -2.285 -0.063
C12 -3.607 -3.401 -0.627
C13 -3.458 -4.664 -0.097
C14 -2.693 -4.795 1.075
C15 -2.105 -3.712 1.678
C16 -2.198 -2.393 1.134
O2 -1.642 -1.405 1.726
H1 3.232 0.244 2.751
H2 3.927 1.892 4.440
H3 2.371 3.714 5.148
H4 0.126 3.819 4.123
H5 -1.492 3.139 2.749
H6 -3.036 2.968 1.044
H7 -3.539 1.353 1.593
H8 -2.311 1.967 -1.126
H9 -4.000 1.445 -0.808
H10 -4.257 -0.778 -1.014
H11 -4.216 -3.256 -1.515
H12 -3.924 -5.524 -0.558
H13 -2.564 -5.777 1.518
H14 -1.516 -3.822 2.580
C17 2.927 1.606 -2.331
C18 1.604 1.649 -1.617
N3 0.935 0.596 -1.304
N4 1.474 -0.578 -1.785
C19 0.862 -1.638 -1.286
O3 -0.044 -1.666 -0.423
C20 1.298 -2.969 -1.844
C21 0.577 -4.103 -1.484
C22 0.936 -5.346 -1.988
C23 2.020 -5.463 -2.847
C24 2.745 -4.332 -3.204
C25 2.383 -3.089 -2.706
C26 1.095 3.001 -1.247
C27 1.911 4.126 -1.423
C28 1.437 5.375 -1.065
C29 0.159 5.488 -0.547
C30 -0.586 4.325 -0.432
N5 -0.144 3.124 -0.774
H15 3.210 0.576 -2.509
H16 3.705 2.088 -1.735
H17 2.876 2.131 -3.290
H18 -0.262 -3.995 -0.808
H19 0.365 -6.222 -1.706
H20 2.302 -6.434 -3.237
H21 3.592 -4.420 -3.873
H22 2.930 -2.196 -2.976
H23 2.908 4.027 -1.824
H24 2.066 6.249 -1.187
H25 -0.256 6.441 -0.246
H26 -1.599 4.363 -0.042

Results of the Löwdin charge analysis, in e, for atoms 1 through 2: 0.684 -0.097



Quick rundown of largest force on an atom, same order as above: 1.6 3.5 3.4 0.4 eV/A